The following is a DFT calculation (wB97M-V/def2-TZVPD) of one molecule with the formula CH3ClN2O2 in a non-equilibrium geometry.

Geometry as XYZ:
```
9
CH3ClN2O2 | OMol25 | wB97M-V/def2-TZVPD
C 1.086 -0.194 -0.198
N -0.218 -0.569 -0.433
Cl -0.901 -2.003 0.268
N -1.217 0.767 0.116
O -0.584 1.715 0.295
O -2.309 0.421 0.160
H 1.136 0.144 0.944
H 1.800 -1.053 -0.349
H 1.207 0.773 -0.804
```

As for the SMILES: CN(Cl)[N+](=O)[O-]. For the LUMO energy, the calculation gives 0.399 eV. For the frontier orbital gap, the calculation gives 9.82 eV. Its total charge is 0.

Atomic partial charges in e from the natural (NBO) method, atoms 1 to 2: -0.469, -0.404